1.
24
Properties=species:S:1:pos:R:3:forces:R:3 method="wB97M-V/def2-TZVPD" charge=-1 homo_lumo_gap_ha="0.107 / 0.116"
C -1.19409 1.20048 -3.00417 0.87 1.62 -1.21
Ca -1.26343 -0.21196 -1.43978 -1.05 -3.66 1.67
N 0.69955 -1.41973 -2.41076 0.24 0.71 -0.89
H -0.59300 1.40767 -0.50125 0.62 1.19 -0.07
H -0.31405 1.41132 -1.21295 -0.08 1.94 -0.18
H -1.62089 2.17509 -2.82525 -0.36 0.30 -0.39
H -1.88036 0.44261 -3.35492 -0.36 0.15 -1.32
H -0.21021 1.23836 -3.47533 -0.30 -0.04 -0.54
H 0.66710 -2.30105 -1.93314 0.06 -0.83 0.37
H 1.56531 -0.95127 -2.13072 0.09 -0.05 0.11
H 0.81786 -1.62531 -3.41739 -0.28 0.07 0.47
C 1.05531 -1.36314 1.47453 0.22 -0.36 0.33
P 0.04783 0.14373 1.04992 1.06 -2.43 1.86
C -1.34160 -0.22507 2.18108 -0.34 0.20 0.70
C 1.01344 1.31463 2.09836 0.02 0.61 0.18
H 0.56179 -2.28508 1.12048 0.16 0.45 -0.06
H 1.19232 -1.47043 2.56594 -0.09 0.13 -0.20
H 2.06026 -1.30830 1.02792 -0.32 0.00 -0.05
H -0.98834 -0.21774 3.22803 -0.11 -0.05 -0.17
H -2.11933 0.54213 2.06811 0.03 -0.24 0.03
H -1.78490 -1.20927 1.95947 0.18 0.45 -0.12
H 0.99656 1.02987 3.17344 0.00 0.07 -0.70
H 2.06365 1.36392 1.75714 -0.50 -0.03 0.08
H 0.56925 2.31853 2.00123 0.23 -0.19 0.10

---

2.
23
Properties=species:S:1:pos:R:3:forces:R:3 method="wB97M-V/def2-TZVPD" charge=+2 homo_lumo_gap_ha=0.318
C 3.73173 -2.89919 -2.31032 -1.06 -1.37 -1.72
C 3.85478 -1.38057 -1.99226 0.13 0.96 -3.40
C 1.99447 -4.53927 -1.58448 0.84 -2.25 -2.45
N 2.65707 -3.48428 -1.51673 -0.17 2.23 0.99
N 4.94392 0.84814 -0.52429 -0.97 -1.19 -0.22
N -8.71164 4.43614 3.10996 4.57 -3.23 -4.19
N 4.11622 -0.01455 -0.01680 0.09 -0.84 -0.03
N 3.63692 -1.00142 -0.66516 0.20 -0.22 2.35
N -7.61234 4.39694 3.99632 -1.20 -0.45 2.64
H 3.38727 -2.85702 -3.40609 0.71 -0.44 1.38
H 4.59584 -3.58495 -2.26074 0.16 0.95 0.15
H 4.72688 -0.83000 -2.45325 -0.37 -1.20 0.65
H 3.03022 -0.91843 -2.59944 0.33 -0.33 0.62
H 1.11709 -4.68388 -0.97653 -0.03 0.04 0.55
H 2.19348 -5.44351 -2.32742 -0.18 1.87 1.20
H 3.09126 -1.75368 -0.13764 0.48 1.49 -0.36
H 5.31895 1.44931 0.19175 0.08 0.30 -0.18
H 5.31704 0.83624 -1.47801 -0.18 -0.04 0.44
H -8.80337 3.48234 2.60433 -0.39 1.59 0.82
H -8.52298 5.09440 2.34155 -0.37 0.27 0.44
H -9.50305 4.63475 3.58325 -3.55 1.17 1.94
H -6.66797 4.46013 3.62804 -0.54 -0.46 -0.14
H -7.89179 3.75237 4.79395 1.42 1.13 -1.49

---

3.
14
Properties=species:S:1:pos:R:3:forces:R:3 method="wB97M-V/def2-TZVPD" homo_lumo_gap_ha=0.388
C -1.65711 -0.22508 -0.43322 -0.06 0.01 -0.01
C -0.29937 0.43115 -0.19832 0.10 -0.31 -0.26
O -0.38757 1.45815 0.77337 -0.13 0.20 -0.05
C 0.70456 -0.59560 0.29960 -0.01 -0.10 0.04
C 2.15120 -0.18393 0.31356 0.13 -0.27 0.11
O 2.96116 -0.57468 1.11811 -0.33 0.41 -0.36
H -2.36534 0.47934 -0.88428 0.09 -0.06 0.08
H -1.57339 -1.08755 -1.10313 0.01 0.16 0.07
H -2.07088 -0.56688 0.52188 0.07 0.03 -0.13
H 0.07838 0.84219 -1.15134 -0.09 0.00 0.13
H -1.12435 2.03142 0.52378 0.19 -0.02 0.13
H 0.73410 -1.39282 -0.45503 -0.22 -0.18 0.14
H 0.40114 -1.01324 1.26634 0.12 0.04 -0.18
H 2.44748 0.39752 -0.59133 0.14 0.12 0.29

---

4.
14
Properties=species:S:1:pos:R:3:forces:R:3 method="wB97M-V/def2-TZVPD" homo_lumo_gap_ha=0.311
C -2.06356 -1.79103 -0.01785 -0.28 0.01 0.09
C -1.60192 -0.70919 -0.62326 0.39 0.32 0.00
C -0.28069 -0.12645 -0.34946 -0.09 0.24 -0.40
C 0.39299 0.54366 -1.28620 0.43 0.20 0.21
O 1.60945 1.12490 -1.12712 -0.14 -0.07 -0.14
H -3.05059 -2.18208 -0.23234 0.10 -0.06 0.07
H -1.44656 -2.27708 0.72143 -0.06 -0.25 0.15
H -2.21184 -0.18978 -1.35682 0.03 -0.12 -0.10
H 0.18804 -0.23050 0.62393 -0.13 -0.23 0.04
H 0.05256 0.68126 -2.30313 -0.25 -0.03 -0.01
H 1.90926 1.03602 -0.21009 0.03 -0.02 0.11
O 2.17532 1.19466 1.70374 0.10 0.08 0.37
H 2.86397 1.19374 2.38490 -0.17 -0.04 -0.31
H 1.46357 1.73185 2.07228 0.04 -0.04 -0.07

---

5.
10
Properties=species:S:1:pos:R:3:forces:R:3 method="wB97M-V/def2-TZVPD" homo_lumo_gap_ha=0.383
N 1.84277 -0.66963 -0.11847 -0.65 0.31 0.40
C 1.20536 0.60523 0.18324 -0.30 -0.56 0.27
C -0.32091 0.60757 -0.00747 0.02 1.20 -0.15
O -0.89992 1.66965 -0.12270 0.29 -1.03 0.07
S -1.16541 -0.94244 0.02814 -0.13 0.12 -0.01
H 2.01002 -0.76277 -1.09493 0.08 -0.08 -0.79
H 2.71680 -0.77862 0.34435 0.58 -0.01 0.44
H 1.60893 1.45941 -0.33627 -0.02 0.33 -0.51
H 1.32946 0.85494 1.23370 0.09 -0.21 0.28
H -0.02538 -1.64061 0.15928 0.03 -0.06 0.00

---

Number 1: total energy -33635.97946 eV. Number 2: total energy -12259.26440 eV. Number 3: total energy -8372.15441 eV. Number 4: total energy -8371.47417 eV. Number 5: total energy -16527.77432 eV.